Record 1
{
  "formula": "C28H87N21O13",
  "method": "ωB97M-V/def2-TZVPD",
  "species": ["C", "C", "C", "O", "C", "N", "H", "H", "H", "H", "H", "H", "H", "H", "H", "H", "H", "C", "C", "C", "O", "C", "N", "H", "H", "H", "H", "H", "H", "H", "H", "H", "H", "H", "C", "C", "C", "O", "C", "N", "H", "H", "H", "H", "H", "H", "H", "H", "H", "H", "H", "C", "C", "C", "O", "C", "N", "H", "H", "H", "H", "H", "H", "H", "H", "H", "H", "H", "C", "C", "C", "O", "C", "N", "H", "H", "H", "H", "H", "H", "H", "H", "H", "H", "H", "C", "O", "N", "N", "H", "H", "H", "H", "C", "O", "N", "N", "H", "H", "H", "H", "C", "O", "N", "N", "H", "H", "H", "H", "C", "O", "N", "N", "H", "H", "H", "H", "C", "O", "N", "N", "H", "H", "H", "H", "C", "O", "N", "N", "H", "H", "H", "H", "C", "O", "N", "N", "H", "H", "H", "H", "C", "O", "N", "N", "H", "H", "H", "H"],
  "xyz": [[0.789, 1.392, -4.962], [0.886, 2.465, -3.944], [0.890, 3.876, -4.583], [1.843, 3.968, -5.622], [2.267, 5.297, -6.113], [-0.220, 2.335, -3.038], [1.739, 0.969, -5.289], [0.202, 1.629, -5.848], [0.299, 0.552, -4.469], [1.829, 2.306, -3.421], [1.238, 4.577, -3.825], [-0.081, 4.154, -4.994], [3.193, 5.287, -6.689], [2.549, 6.037, -5.365], [1.418, 5.848, -6.517], [0.090, 2.950, -2.299], [-1.087, 2.698, -3.408], [-3.457, 1.778, -0.295], [-4.724, 2.648, -0.168], [-6.103, 2.221, -0.720], [-7.013, 3.125, -0.163], [-8.322, 2.574, -0.463], [-4.738, 2.916, 1.251], [-2.722, 2.216, 0.380], [-2.927, 1.985, -1.224], [-3.537, 0.706, -0.113], [-4.515, 3.612, -0.633], [-6.234, 1.210, -0.335], [-6.176, 2.180, -1.807], [-9.111, 3.282, -0.206], [-8.550, 1.679, 0.117], [-8.586, 2.401, -1.507], [-5.693, 3.056, 1.549], [-4.510, 2.065, 1.745], [4.540, 0.857, 1.330], [4.647, -0.653, 1.154], [5.952, -1.391, 1.327], [6.816, -1.159, 0.194], [8.117, -1.639, 0.487], [3.770, -1.198, 2.162], [5.135, 1.165, 0.470], [5.063, 1.023, 2.272], [3.528, 1.258, 1.358], [4.220, -1.059, 0.236], [5.730, -2.416, 1.624], [6.515, -0.937, 2.142], [8.747, -1.015, -0.147], [8.125, -2.729, 0.463], [8.364, -1.348, 1.508], [4.140, -1.032, 3.087], [2.892, -0.711, 2.055], [0.815, -3.329, -0.375], [0.750, -4.651, -1.161], [2.075, -5.264, -1.693], [2.716, -4.439, -2.772], [3.548, -3.423, -2.179], [0.143, -5.681, -0.262], [0.739, -2.425, -0.980], [1.729, -3.303, 0.218], [0.039, -3.284, 0.388], [0.026, -4.533, -1.968], [1.838, -6.171, -2.249], [2.716, -5.604, -0.880], [2.940, -2.543, -1.972], [4.477, -3.118, -2.662], [4.042, -3.741, -1.260], [0.086, -6.556, -0.763], [-0.750, -5.388, 0.108], [-1.620, -5.906, 4.348], [-0.953, -4.903, 3.534], [-1.764, -4.158, 2.420], [-2.495, -4.968, 1.454], [-3.004, -4.106, 0.393], [-0.651, -3.861, 4.514], [-1.063, -6.107, 5.262], [-1.955, -6.773, 3.779], [-2.551, -5.466, 4.705], [-0.117, -5.349, 2.996], [-1.171, -3.357, 1.980], [-2.576, -3.662, 2.951], [-3.465, -3.185, 0.750], [-3.685, -4.690, -0.227], [-2.272, -3.699, -0.305], [-0.087, -4.240, 5.261], [-0.204, -3.052, 4.105], [-3.185, 0.221, 2.888], [-4.415, 0.447, 2.772], [-2.294, 1.177, 2.820], [-2.720, -0.918, 3.080], [-2.559, 2.152, 2.852], [-1.385, 0.783, 3.013], [-1.715, -0.993, 3.145], [-3.338, -1.712, 3.165], [1.769, 3.455, 3.417], [2.069, 2.887, 2.405], [1.028, 2.991, 4.376], [2.275, 4.618, 3.780], [0.684, 2.096, 4.058], [1.315, 3.059, 5.342], [2.529, 4.662, 4.757], [2.882, 4.845, 3.006], [-1.495, -2.945, -3.275], [-2.282, -2.535, -2.465], [-1.561, -4.028, -3.998], [-0.425, -2.316, -3.624], [-0.950, -3.960, -4.799], [-2.164, -4.779, -3.694], [-0.054, -1.568, -3.055], [0.198, -2.801, -4.254], [-0.236, -0.120, 0.434], [-0.302, -1.019, 1.293], [0.355, 1.077, 0.773], [-0.827, -0.206, -0.728], [0.226, 1.941, 0.266], [0.656, 1.108, 1.737], [-1.448, -0.939, -1.040], [-0.738, 0.623, -1.298], [3.533, 4.059, -0.787], [4.217, 4.471, -1.697], [3.373, 4.474, 0.453], [2.797, 3.043, -0.930], [3.852, 5.292, 0.802], [2.805, 3.896, 1.057], [2.626, 2.735, -1.877], [2.140, 2.700, -0.244], [-4.295, 0.031, -4.015], [-5.227, 0.621, -4.422], [-4.313, -1.213, -3.578], [-3.158, 0.614, -3.825], [-5.077, -1.842, -3.777], [-3.403, -1.558, -3.308], [-2.362, 0.040, -3.589], [-3.012, 1.592, -4.034], [-0.317, 4.790, 0.076], [-0.092, 4.014, -0.809], [-0.191, 6.032, -0.013], [-0.525, 4.443, 1.268], [0.348, 6.438, 0.738], [0.175, 6.422, -0.870], [-0.626, 3.462, 1.485], [-0.640, 5.120, 2.009], [0.867, -0.805, 4.420], [0.116, 0.123, 4.046], [1.563, -0.819, 5.540], [1.167, -1.789, 3.708], [1.249, -0.196, 6.270], [2.315, -1.465, 5.735], [0.614, -1.909, 2.871], [2.063, -2.191, 3.945]],
  "forces_ev_per_angstrom": [[0.1, -1.7, -0.9], [0.1, 0.7, -1.9], [1.5, 0.6, 0.0], [1.5, 0.7, -1.2], [-1.0, -0.1, 1.6], [0.5, -0.1, 1.5], [0.2, 0.5, -0.2], [0.0, 0.2, 0.0], [-0.2, -0.2, -0.1], [-0.1, 0.2, 0.2], [-0.6, 0.3, 0.4], [-0.5, -0.1, 0.3], [-0.6, -0.9, -0.6], [0.1, -0.6, 1.2], [0.0, -0.5, -1.0], [-1.0, 0.2, 0.6], [0.0, 0.3, -0.2], [0.7, 0.9, -1.3], [2.3, 0.0, 0.6], [0.7, -0.2, 0.9], [-1.5, -1.0, -0.8], [-1.3, 0.9, 0.6], [-3.0, -1.2, -1.6], [-0.1, -0.3, 0.4], [-0.5, -0.5, -0.5], [-0.4, 0.2, 0.0], [0.0, 0.5, -0.3], [-0.3, -0.3, 0.1], [0.5, 0.2, -0.1], [0.4, 0.4, 0.5], [0.5, -0.2, 0.0], [1.0, -0.2, -0.4], [-0.7, 1.5, 0.3], [1.7, -1.2, 1.8], [2.1, -1.0, -1.3], [-1.5, -0.9, 0.5], [1.1, 2.0, -0.5], [-1.2, -0.8, 0.8], [-0.6, 1.1, 0.3], [-1.0, -1.5, 0.6], [-0.1, 1.4, 0.2], [0.0, 0.6, 0.0], [0.2, -0.2, -0.2], [0.0, 0.6, -0.5], [0.2, -0.4, -0.6], [-0.1, 0.0, 0.7], [0.5, -1.0, -0.3], [0.6, 0.0, -0.6], [0.2, 0.0, 0.3], [0.0, 0.3, 0.2], [-0.2, -0.1, 0.4], [0.5, -0.6, 0.3], [-0.7, -0.6, 0.7], [-0.7, 0.9, -1.9], [0.6, -0.4, 2.2], [0.0, 0.1, 0.7], [1.4, 0.4, -0.2], [0.1, -0.1, -0.1], [0.3, 0.2, -0.1], [-0.2, -0.1, -0.4], [0.5, 0.3, -0.6], [-0.3, -0.1, 0.0], [0.4, 0.7, 0.0], [0.2, 0.2, 0.1], [-0.5, -0.2, -1.5], [-0.7, -0.4, 0.6], [-0.4, -0.1, 0.2], [-0.2, -0.2, -0.1], [-2.4, -1.2, 0.2], [0.4, 1.5, -1.6], [-1.8, -0.8, 1.0], [1.1, 1.3, -0.7], [0.3, -0.4, 0.2], [0.1, 0.5, -0.5], [0.2, -0.6, -0.3], [0.5, -0.4, 0.2], [-0.2, 0.1, 0.2], [0.6, 0.0, 0.2], [0.3, -0.2, -0.4], [0.0, 0.3, 0.4], [-0.5, -0.2, 0.5], [-0.2, 0.0, 0.4], [0.8, -0.4, 0.2], [0.2, 0.2, 0.0], [0.1, -0.5, 0.4], [-4.1, 3.8, -0.6], [-0.8, 0.8, -0.7], [1.6, 1.6, -0.4], [1.8, -5.7, 1.0], [0.3, -0.4, 0.2], [0.8, 1.3, 0.1], [-0.1, -0.7, 0.1], [0.3, 0.1, 0.0], [1.4, 0.7, 1.7], [-0.7, -1.3, -2.8], [-3.1, -3.2, 1.3], [1.4, 2.4, -1.2], [-0.3, -0.7, 1.1], [-0.3, 0.1, -0.2], [0.4, 0.8, -0.4], [1.0, 1.0, 1.0], [0.0, -0.2, 0.0], [-1.5, 0.4, 2.7], [-1.4, -2.8, -1.1], [4.0, 3.3, -0.8], [-0.7, -1.5, 0.0], [0.1, 0.0, -0.8], [-0.1, 0.0, -0.3], [0.5, 0.6, 0.5], [-0.3, -0.2, 3.1], [0.3, 0.0, -0.3], [0.2, -0.5, -0.1], [-0.4, 0.9, -2.3], [0.0, -0.1, -0.2], [0.2, 0.2, -0.2], [0.2, -0.3, 0.3], [-0.2, -0.1, -0.6], [2.0, 2.2, -0.7], [1.0, 1.4, -0.4], [0.7, 2.9, 3.0], [-4.3, -6.4, -2.3], [0.1, -0.3, -0.1], [0.3, 0.4, 0.4], [0.3, -0.1, 0.3], [0.3, 0.2, -0.2], [-1.2, -1.1, 0.5], [-4.1, 2.3, -1.8], [0.1, -2.3, 0.5], [5.0, 2.0, 0.8], [0.3, 0.3, 0.0], [-0.7, -0.8, 0.3], [0.2, 0.6, -0.1], [-0.2, -0.5, -0.2], [1.4, -2.8, -2.0], [-0.4, -2.6, -2.5], [1.5, 8.8, -1.5], [-1.9, -3.1, 6.8], [-0.4, 0.3, 0.2], [-0.3, -0.4, -0.3], [0.1, 0.2, 0.1], [-0.2, -0.3, -0.1], [-0.8, 4.0, 0.7], [-0.6, 0.0, 0.9], [0.6, 1.8, 3.4], [1.0, -3.9, -3.6], [0.5, -0.1, 0.0], [-0.5, 0.1, 0.1], [0.9, 0.0, -0.9], [-0.5, -0.9, -1.1]],
  "spin_multiplicity": 2,
  "total_charge": 1,
  "e_above_lowest_kj_mol": 276.3,
  "e_homo_ev": [-10.70, -10.70],
  "total_energy_ev": -88347.9154,
  "homo_lumo_gap_ha": [0.31875, 0.12810],
  "s2": 0.76
}

Record 2
{
  "formula": "C29H16Cl2N8O2ReS3",
  "method": "ωB97M-V/def2-TZVPD",
  "species": ["Re", "Cl", "C", "C", "C", "N", "C", "O", "C", "C", "C", "C", "C", "N", "C", "C", "C", "Cl", "N", "C", "O", "C", "C", "C", "C", "C", "N", "H", "H", "H", "H", "H", "H", "H", "H", "H", "H", "S", "C", "C", "N", "C", "S", "C", "N", "N", "C", "N", "C", "C", "C", "C", "C", "C", "S", "H", "H", "H", "H", "H", "H"],
  "xyz": [[0.633, -0.365, 0.418], [-4.978, -3.647, 2.463], [-3.580, -3.198, 1.553], [-3.046, -1.929, 1.749], [-1.920, -1.559, 1.036], [-1.232, -0.328, 1.118], [-1.821, 0.823, 1.573], [-2.979, 0.985, 1.880], [-0.814, 1.933, 1.670], [-1.167, 3.144, 2.232], [-0.188, 4.098, 2.430], [1.116, 3.799, 2.062], [1.387, 2.577, 1.480], [0.437, 1.650, 1.266], [-1.335, -2.458, 0.132], [-1.875, -3.710, -0.075], [-3.005, -4.080, 0.647], [-3.663, -5.657, 0.392], [-0.225, -1.891, -0.541], [-0.166, -1.957, -1.917], [-0.446, -2.896, -2.621], [0.166, -0.603, -2.508], [0.172, -0.396, -3.869], [0.256, 0.907, -4.339], [0.313, 1.950, -3.430], [0.336, 1.656, -2.077], [0.282, 0.404, -1.625], [-3.511, -1.251, 2.446], [-2.195, 3.279, 2.537], [-0.426, 5.046, 2.893], [1.930, 4.484, 2.250], [2.409, 2.286, 1.267], [-1.435, -4.393, -0.785], [0.075, -1.252, -4.522], [0.253, 1.108, -5.402], [0.351, 2.980, -3.754], [0.397, 2.437, -1.331], [1.766, -1.178, 2.198], [1.892, 0.133, 3.372], [0.720, 0.440, 4.110], [-0.288, 0.680, 4.619], [3.040, 0.887, 3.406], [4.351, 0.781, 2.335], [3.070, 1.961, 4.376], [3.115, 2.822, 5.137], [3.244, 1.420, -1.116], [3.468, 0.081, -1.043], [2.597, -0.793, -0.613], [3.138, -2.097, -0.682], [2.542, -3.280, -0.255], [3.237, -4.468, -0.390], [4.517, -4.503, -0.939], [5.129, -3.335, -1.354], [4.427, -2.149, -1.214], [4.972, -0.548, -1.621], [2.498, 1.731, -0.512], [4.071, 1.995, -1.045], [1.555, -3.280, 0.182], [2.774, -5.386, -0.056], [5.041, -5.445, -1.031], [6.129, -3.343, -1.766]],
  "forces_ev_per_angstrom": [[-0.1, -0.1, 0.0], [0.0, 0.0, 0.0], [0.0, 0.0, 0.0], [0.0, 0.0, 0.0], [0.0, 0.0, 0.0], [0.0, 0.0, 0.0], [0.0, 0.0, 0.0], [0.0, 0.0, 0.0], [0.0, 0.0, 0.0], [0.0, 0.0, 0.0], [0.0, 0.0, 0.0], [0.0, 0.0, 0.0], [0.0, 0.0, 0.0], [0.0, 0.1, 0.0], [0.0, 0.0, 0.0], [0.0, 0.0, 0.0], [0.0, 0.0, 0.0], [0.0, 0.0, 0.0], [0.0, 0.0, 0.0], [0.1, 0.0, 0.0], [0.0, 0.0, 0.0], [0.0, 0.0, 0.0], [0.0, 0.0, 0.0], [0.0, 0.0, 0.0], [0.0, 0.0, 0.0], [0.0, 0.0, 0.0], [0.0, 0.0, 0.0], [0.0, 0.0, 0.0], [0.0, 0.0, 0.0], [0.0, 0.0, 0.0], [0.0, 0.0, 0.0], [0.0, 0.0, 0.0], [0.0, 0.0, 0.0], [0.0, 0.0, 0.0], [0.0, 0.0, 0.0], [0.0, 0.0, 0.0], [0.0, 0.0, 0.0], [0.0, 0.1, 0.1], [0.0, 0.0, 0.0], [0.0, 0.0, 0.0], [0.0, 0.0, 0.0], [0.0, 0.1, -0.1], [0.0, 0.0, 0.0], [0.1, -0.1, 0.2], [-0.1, 0.1, -0.1], [0.0, -0.1, 0.1], [0.0, 0.1, 0.0], [0.0, 0.0, 0.0], [0.0, 0.0, 0.0], [0.0, 0.0, 0.0], [0.0, 0.0, 0.0], [0.0, 0.0, 0.0], [0.0, 0.0, 0.0], [0.0, 0.0, 0.0], [0.0, 0.0, 0.0], [0.0, 0.0, 0.0], [0.0, 0.0, 0.0], [0.0, 0.0, 0.0], [0.0, 0.0, 0.0], [0.0, 0.0, 0.0], [0.0, 0.0, 0.0]],
  "spin_multiplicity": 2,
  "e_above_lowest_kj_mol": 28.7,
  "e_homo_ev": [-7.60, -7.61],
  "total_energy_ev": -106031.6142,
  "homo_lumo_gap_ha": [0.21041, 0.21083],
  "s2": 0.76
}